1.
CH5INO | ωB97M-V with the def2-TZVPD basis set

Summary:
**Relative energy (zero: lowest compared OMol25 entry of this formula, charge and spin)**: 27.61 kcal/mol
**HOMO-LUMO gap (spin up / spin down)**: 8.4 / 8.4 eV
**Net charge**: +1
**Calculated total energy**: -468.466696 Ha
**Structure (SMILES)**: [NH3+][C@H](O)I

Element x y z (Å)
N: -0.561 -0.773 -0.166
C: 0.218 0.433 0.485
O: -0.030 1.614 0.058
I: 2.699 -0.075 0.161
H: -1.611 -0.593 -0.349
H: -0.382 -1.626 0.291
H: -0.334 -1.019 -1.187
H: 0.101 0.302 1.606
H: -0.101 1.738 -0.898

2.
C32H56N3P2Ti | ωB97M-V with the def2-TZVPD basis set

Summary:
**Relative energy (zero: lowest compared OMol25 entry of this formula, charge and spin)**: 0.23 kcal/mol
**HOMO-LUMO gap (spin up / spin down)**: 7.0 / 7.4 eV
**Net charge**: +2
**Calculated total energy**: -2948.964292 Ha
**2S+1**: 2

Element x y z (Å)
Ti: -0.885 0.156 0.072
C: 1.156 2.434 -1.416
C: 0.618 1.916 -2.749
C: 1.715 1.889 -3.810
P: -0.233 0.293 -2.516
C: -1.023 -0.044 -4.160
C: -1.644 -1.436 -4.285
C: -2.050 1.019 -4.556
C: 1.037 -0.992 -2.350
C: 1.561 -1.744 -3.402
C: 2.422 -2.810 -3.176
C: 3.015 -3.588 -4.316
C: 2.729 -3.129 -1.852
C: 2.235 -2.386 -0.795
C: 1.404 -1.298 -1.039
N: 0.917 -0.478 0.028
C: 1.907 -0.004 0.946
C: 3.238 0.161 0.566
C: 4.168 0.649 1.468
C: 3.816 0.989 2.772
C: 4.834 1.489 3.757
C: 2.484 0.836 3.135
C: 1.526 0.354 2.244
P: -0.228 0.160 2.647
C: -0.743 1.630 3.650
C: -0.169 2.886 2.985
C: -0.496 1.653 5.159
C: -0.305 -1.431 3.589
C: 0.492 -1.478 4.894
C: 0.220 -2.542 2.670
H: 1.511 3.459 -1.526
H: 1.988 1.831 -1.054
H: 0.388 2.455 -0.625
H: -0.180 2.590 -3.078
H: 2.500 1.180 -3.541
H: 2.171 2.876 -3.896
H: 1.335 1.622 -4.796
H: -0.189 0.020 -4.865
H: -2.571 -1.517 -3.713
H: -0.974 -2.237 -3.976
H: -1.908 -1.612 -5.328
H: -2.952 0.951 -3.943
H: -2.360 0.846 -5.587
H: -1.666 2.037 -4.504
H: 1.298 -1.502 -4.425
H: 2.422 -3.481 -5.222
H: 3.085 -4.648 -4.075
H: 4.025 -3.236 -4.536
H: 3.375 -3.974 -1.646
H: 2.513 -2.635 0.222
H: 3.555 -0.097 -0.435
H: 5.196 0.768 1.149
H: 5.763 1.761 3.260
H: 5.066 0.722 4.498
H: 4.468 2.364 4.295
H: 2.189 1.102 4.143
H: -1.829 1.643 3.520
H: 0.876 3.027 3.255
H: -0.723 3.766 3.314
H: -0.208 2.849 1.891
H: 0.552 1.520 5.424
H: -1.082 0.899 5.680
H: -0.807 2.626 5.543
H: -1.366 -1.599 3.804
H: 1.535 -1.209 4.720
H: 0.482 -2.502 5.271
H: 0.091 -0.840 5.673
H: 1.305 -2.465 2.582
H: -0.186 -2.505 1.659
H: -0.009 -3.517 3.102
C: -1.963 -2.595 -0.798
N: -2.435 -1.382 -0.089
C: -3.031 -1.793 1.203
C: -3.458 -0.695 -0.925
C: -3.918 0.600 -0.287
N: -2.787 1.539 -0.024
C: -2.657 2.484 -1.159
C: -3.131 2.341 1.173
H: -2.797 -3.283 -0.965
H: -1.203 -3.096 -0.202
H: -1.530 -2.318 -1.757
H: -3.963 -2.338 1.032
H: -3.234 -0.927 1.833
H: -2.336 -2.441 1.727
H: -4.316 -1.359 -1.068
H: -3.016 -0.509 -1.905
H: -4.415 0.391 0.658
H: -4.660 1.083 -0.929
H: -3.554 3.106 -1.235
H: -2.528 1.938 -2.089
H: -1.795 3.133 -1.004
H: -4.072 2.874 1.011
H: -2.349 3.069 1.371
H: -3.246 1.687 2.034

3.
C50H49MnN6S2Sb | ωB97M-V with the def2-TZVPD basis set

Summary:
**Relative energy (zero: lowest compared OMol25 entry of this formula, charge and spin)**: 51.86 kcal/mol
**HOMO-LUMO gap (spin up / spin down)**: 4.9 / 4.9 eV
**Net charge**: 0
**Calculated total energy**: -4450.834731 Ha
**2S+1**: 2

Element x y z (Å)
Mn: 0.206 0.153 -0.056
C: 0.567 -1.212 4.055
C: 0.915 -1.071 2.745
N: 0.192 -0.055 1.971
C: -1.215 0.048 2.377
C: -1.530 -0.072 3.744
C: -0.575 -0.628 4.625
C: -2.837 0.349 4.109
C: -3.721 0.803 3.163
C: -3.423 0.802 1.791
C: -2.159 0.368 1.388
N: -1.670 0.254 0.074
C: -2.368 0.172 -1.092
C: -3.736 0.031 -1.304
C: -4.259 -0.039 -2.609
C: -3.473 0.044 -3.725
C: -2.072 0.151 -3.565
C: -1.167 0.247 -4.649
C: 0.170 0.348 -4.410
C: 0.635 0.302 -3.082
N: -0.165 0.179 -2.052
C: -1.524 0.162 -2.269
H: 1.194 -1.860 4.661
H: 1.783 -1.511 2.288
H: -0.806 -0.749 5.675
H: -3.123 0.313 5.154
H: -4.697 1.156 3.479
H: -4.149 1.155 1.079
H: -4.402 -0.063 -0.464
H: -5.330 -0.154 -2.727
H: -3.900 0.024 -4.719
H: -1.550 0.249 -5.662
H: 0.883 0.444 -5.218
H: 1.698 0.344 -2.871
S: 4.591 0.050 0.797
C: 4.400 -1.024 -0.545
C: 5.381 -1.725 -1.241
C: 4.984 -2.522 -2.296
C: 3.634 -2.612 -2.652
C: 2.666 -1.919 -1.954
C: 3.051 -1.117 -0.883
N: 2.203 -0.344 -0.087
C: 2.877 0.322 0.813
C: 2.261 1.294 1.701
C: 3.014 2.398 2.112
C: 2.434 3.461 2.766
C: 1.063 3.418 3.019
C: 0.313 2.312 2.685
C: 0.886 1.219 2.016
H: 6.423 -1.648 -0.961
H: 5.725 -3.081 -2.851
H: 3.339 -3.239 -3.483
H: 1.622 -1.985 -2.229
H: 4.068 2.435 1.859
H: 3.028 4.314 3.065
H: 0.582 4.244 3.530
H: -0.733 2.265 2.957
S: 0.402 6.954 -0.562
C: 0.303 5.171 -0.519
C: 1.418 4.401 -0.809
C: 1.291 3.023 -0.792
N: 0.154 2.393 -0.504
C: -0.913 3.139 -0.214
C: -0.883 4.524 -0.211
C: -0.534 7.229 -2.059
C: -1.886 7.525 -2.008
C: -2.567 7.707 -3.204
N: -1.992 7.618 -4.402
C: -0.689 7.345 -4.434
C: 0.083 7.144 -3.299
H: 2.368 4.863 -1.045
H: 2.142 2.394 -1.035
H: -1.824 2.607 0.029
H: -1.776 5.081 0.037
H: -2.398 7.618 -1.059
H: -3.627 7.934 -3.198
H: -0.237 7.285 -5.418
H: 1.140 6.926 -3.377
C: 0.599 -5.785 -0.438
C: 1.041 -4.371 -0.074
C: 1.912 -4.352 1.183
Sb: -0.486 -2.813 0.111
C: -1.814 -3.347 -1.532
C: -0.997 -3.350 -2.825
C: -2.639 -4.622 -1.384
C: -1.608 -3.473 1.851
C: -3.020 -2.891 1.843
C: -1.650 -4.979 2.083
H: 1.483 -6.423 -0.560
H: 0.049 -5.817 -1.378
H: -0.024 -6.239 0.331
H: 1.655 -4.000 -0.894
H: 1.362 -4.669 2.071
H: 2.304 -3.356 1.387
H: 2.765 -5.029 1.063
H: -2.501 -2.495 -1.570
H: -0.212 -4.113 -2.813
H: -0.522 -2.381 -3.007
H: -1.641 -3.558 -3.687
H: -2.021 -5.511 -1.262
H: -3.250 -4.772 -2.282
H: -3.319 -4.572 -0.535
H: -1.041 -3.001 2.656
H: -3.644 -3.352 1.074
H: -3.035 -1.815 1.691
H: -3.496 -3.086 2.809
H: -2.125 -5.514 1.257
H: -2.242 -5.181 2.983
H: -0.662 -5.409 2.243

4.
C2H6N3O2 | ωB97M-V with the def2-TZVPD basis set

Summary:
**Relative energy (zero: lowest compared OMol25 entry of this formula, charge and spin)**: 1.64 kcal/mol
**HOMO-LUMO gap**: 11.7 eV
**Net charge**: +1
**Calculated total energy**: -394.278815 Ha
**Structure (SMILES)**: N/C(O)=[N+](/N)C=O

Element x y z (Å)
N: 0.737 1.312 1.354
C: 0.764 0.379 0.444
O: 1.984 0.113 0.025
N: -0.263 -0.226 -0.226
N: 0.142 -1.062 -1.248
C: -1.736 -0.190 0.111
O: -2.444 -0.876 -0.527
H: -0.258 1.654 1.682
H: 1.545 1.800 1.550
H: 1.834 -0.431 -0.803
H: -0.165 -2.021 -1.220
H: -0.179 -0.695 -2.212
H: -1.961 0.244 1.071

5.
C17H15Cl2N2O2Pb | ωB97M-V with the def2-TZVPD basis set

Summary:
**Relative energy (zero: lowest compared OMol25 entry of this formula, charge and spin)**: 4.23 kcal/mol
**HOMO-LUMO gap**: 4.1 eV
**Net charge**: +3
**Calculated total energy**: -2028.933467 Ha

Element x y z (Å)
Pb: 1.274 -0.097 0.196
Cl: -2.475 1.497 3.389
C: -1.691 2.584 2.309
C: -1.913 3.954 2.291
C: -1.234 4.730 1.393
Cl: -1.386 6.457 1.575
C: -0.318 4.261 0.435
C: 0.455 5.126 -0.461
C: 1.377 4.523 -1.304
C: 1.453 3.118 -1.259
N: 0.649 2.276 -0.581
C: -0.103 2.870 0.412
C: -0.691 1.973 1.407
O: -0.299 0.758 1.615
H: -2.499 4.494 3.016
H: 0.277 6.169 -0.271
H: 1.865 5.073 -2.107
H: 2.186 2.633 -1.905
O: 1.928 -2.269 1.601
C: 1.655 -3.559 0.967
C: 2.189 -3.564 -0.476
C: 1.245 -3.367 -1.710
C: -0.161 -2.849 -1.356
C: -1.267 -3.733 -1.518
C: -2.491 -3.300 -0.994
C: -2.638 -1.939 -0.610
C: -1.475 -1.131 -0.647
N: -0.235 -1.592 -0.932
H: 2.776 -2.282 2.087
H: 0.574 -3.600 1.016
H: 2.153 -4.354 1.547
H: 2.644 -4.547 -0.619
H: 3.066 -2.874 -0.477
H: 1.113 -4.366 -2.219
H: 1.729 -2.642 -2.384
H: -1.156 -4.744 -1.834
H: -3.330 -3.981 -0.847
H: -3.629 -1.587 -0.342
H: -1.616 -0.122 -0.402

6.
C26H33N5O6V | ωB97M-V with the def2-TZVPD basis set

Summary:
**Relative energy (zero: lowest compared OMol25 entry of this formula, charge and spin)**: 18.36 kcal/mol
**HOMO-LUMO gap (spin up / spin down)**: 4.8 / 4.8 eV
**Net charge**: +3
**Calculated total energy**: -2678.889134 Ha

Element x y z (Å)
V: 0.316 0.199 -0.130
O: 3.889 -0.637 0.813
C: 3.026 -1.298 0.387
O: 1.689 -0.638 0.274
C: 2.944 -2.704 -0.038
C: 4.129 -3.410 -0.118
C: 4.058 -4.740 -0.519
C: 2.815 -5.271 -0.806
C: 1.685 -4.464 -0.688
N: 1.722 -3.189 -0.313
H: 5.071 -2.935 0.122
H: 4.954 -5.338 -0.606
H: 2.712 -6.300 -1.122
H: 0.708 -4.874 -0.916
C: -1.115 -2.604 4.291
C: 0.182 -1.950 3.872
N: -0.014 -1.319 2.550
C: -0.863 -1.775 1.638
N: -0.906 -1.098 0.400
C: -1.696 -1.743 -0.678
C: -2.998 -2.279 -0.130
C: -2.658 -3.312 0.917
N: -1.667 -2.787 1.881
C: -1.601 -3.509 3.180
H: -1.866 -1.845 4.518
H: -0.961 -3.195 5.192
H: 0.993 -2.675 3.797
H: 0.486 -1.168 4.563
H: 0.473 -0.455 2.387
H: -1.079 -2.556 -1.074
H: -1.856 -1.019 -1.472
H: -3.574 -2.744 -0.929
H: -3.597 -1.472 0.296
H: -2.253 -4.220 0.465
H: -3.534 -3.593 1.497
H: -0.951 -4.376 3.049
H: -2.606 -3.872 3.383
O: -0.850 1.031 -1.184
C: -0.916 2.022 -2.061
C: -0.500 1.812 -3.448
C: -1.838 1.197 -4.020
C: -3.157 1.942 -3.709
C: -3.713 1.850 -2.264
C: -3.040 2.780 -1.233
N: -1.658 3.042 -1.751
H: 0.340 1.134 -3.565
H: -0.283 2.763 -3.933
H: -1.919 0.164 -3.671
H: -1.699 1.148 -5.099
H: -3.906 1.497 -4.364
H: -3.091 2.986 -4.033
H: -3.647 0.812 -1.925
H: -4.775 2.095 -2.287
H: -2.979 2.357 -0.235
H: -3.524 3.749 -1.159
H: -1.611 3.791 -2.432
O: 2.802 4.021 -1.468
C: 2.742 4.326 -0.161
C: 3.346 5.456 0.370
C: 3.217 5.741 1.714
C: 2.473 4.918 2.576
C: 1.872 3.805 2.070
C: 2.004 3.475 0.692
C: 1.427 2.280 0.228
O: 0.557 1.587 1.046
O: 1.575 1.682 -0.881
H: 3.388 4.643 -1.917
H: 3.916 6.113 -0.277
H: 3.700 6.626 2.107
H: 2.386 5.164 3.624
H: 1.303 3.153 2.717

7.
C4H7CoO3 | ωB97M-V with the def2-TZVPD basis set

Summary:
**Relative energy (zero: lowest compared OMol25 entry of this formula, charge and spin)**: 46.48 kcal/mol
**HOMO-LUMO gap (spin up / spin down)**: 6.6 / 7.0 eV
**Net charge**: 0
**Calculated total energy**: -1764.877000 Ha
**2S+1**: 5

Element x y z (Å)
H: 2.589 0.507 -0.893
O: 0.090 -1.008 0.363
C: -0.669 0.058 0.367
O: -0.267 1.216 0.415
O: -1.920 -0.279 0.211
C: -2.867 0.756 -0.072
H: -2.867 1.494 0.738
H: -2.621 1.238 -1.025
H: -3.836 0.255 -0.135
C: 1.500 -0.849 0.516
H: 1.841 -0.973 1.546
C: 2.286 -1.120 -0.607
H: 1.808 -1.609 -1.463
H: 3.300 -1.468 -0.392
Co: 1.632 1.781 0.430

8.
C4H11N3O | ωB97M-V with the def2-TZVPD basis set

Summary:
**Relative energy (zero: lowest compared OMol25 entry of this formula, charge and spin)**: 45.21 kcal/mol
**HOMO-LUMO gap**: 10.2 eV
**Net charge**: 0
**Calculated total energy**: -398.482120 Ha
**Structure (SMILES)**: C[C@@H](N)C(=O)N(C)N

Element x y z (Å)
C: -1.810 0.875 -0.134
C: -0.751 0.255 -1.041
N: -0.636 1.038 -2.257
C: 0.614 0.020 -0.387
O: 1.635 0.447 -0.878
N: 0.630 -0.944 0.654
C: 0.465 -0.427 2.002
N: 1.779 -1.781 0.620
H: -1.442 1.804 0.310
H: -2.101 0.184 0.651
H: -2.683 1.102 -0.737
H: -1.094 -0.749 -1.335
H: -0.375 1.991 -2.028
H: 0.104 0.663 -2.843
H: 0.373 -1.280 2.672
H: -0.427 0.184 2.058
H: 1.331 0.171 2.304
H: 1.746 -2.327 -0.236
H: 2.641 -1.227 0.606

9.
C26H19CuN4 | ωB97M-V with the def2-TZVPD basis set

Summary:
**HOMO-LUMO gap (spin up / spin down)**: 6.1 / 5.8 eV
**Net charge**: 0
**Calculated total energy**: -2861.502389 Ha

Element x y z (Å)
Cu: 0.031 -0.563 0.184
C: -4.186 0.145 0.315
C: -4.690 -1.102 -0.164
C: -3.864 -2.110 -0.505
C: -2.436 -2.066 -0.198
C: -1.877 -0.694 0.205
C: -2.860 0.374 0.373
C: -0.140 -3.243 -0.891
C: 0.421 -4.519 -1.149
C: 1.773 -4.703 -1.146
C: 2.615 -3.589 -0.933
C: 4.019 -3.671 -0.859
C: 4.772 -2.538 -0.706
C: 4.157 -1.280 -0.628
C: 2.793 -1.176 -0.666
C: 1.992 -2.325 -0.796
N: 0.635 -2.186 -0.758
H: -4.890 0.933 0.539
H: -5.750 -1.179 -0.363
H: -4.230 -2.979 -1.038
H: -2.476 1.362 0.572
H: -0.248 -5.348 -1.321
H: 2.205 -5.679 -1.314
H: 4.488 -4.642 -0.918
H: 5.848 -2.603 -0.645
H: 4.762 -0.392 -0.523
H: 2.289 -0.219 -0.575
C: 1.898 2.394 4.455
C: 1.798 2.580 3.084
C: 1.289 1.575 2.286
C: 0.862 0.373 2.861
C: 0.964 0.196 4.243
C: 1.481 1.203 5.028
N: 0.345 -0.602 2.026
N: -0.239 -1.621 2.604
C: -1.060 -2.405 1.863
C: -1.063 -3.766 2.029
C: -1.794 -4.668 1.193
C: -2.099 -4.466 -0.100
C: -1.658 -3.224 -0.849
N: -2.074 -1.784 1.161
H: 2.299 3.179 5.079
H: 2.109 3.516 2.641
H: 1.177 1.710 1.216
H: 0.622 -0.734 4.669
H: 1.552 1.065 6.097
H: -0.430 -4.179 2.801
H: -2.064 -5.617 1.640
H: -2.676 -5.199 -0.642
H: -1.975 -3.287 -1.900

10.
C26H31Cl3MoN9S2 | ωB97M-V with the def2-TZVPD basis set

Summary:
**Relative energy (zero: lowest compared OMol25 entry of this formula, charge and spin)**: 0.00 kcal/mol
**HOMO-LUMO gap (spin up / spin down)**: 6.5 / 5.7 eV
**Net charge**: +3
**Calculated total energy**: -3746.492226 Ha
**2S+1**: 3

Element x y z (Å)
Mo: 0.501 0.699 0.671
N: -3.004 0.764 3.649
C: -2.186 0.772 2.592
S: -0.462 0.805 2.908
N: -2.656 0.760 1.396
N: -1.685 0.756 0.412
C: -2.176 0.943 -0.777
C: -3.591 1.210 -1.080
C: -4.599 0.305 -0.757
C: -5.908 0.593 -1.101
C: -6.219 1.795 -1.729
C: -5.219 2.706 -2.036
C: -3.901 2.406 -1.731
C: -1.209 0.826 -1.880
C: -1.616 0.830 -3.200
C: -0.690 0.588 -4.204
C: 0.609 0.301 -3.839
C: 0.947 0.300 -2.500
N: 0.077 0.589 -1.515
H: -2.659 0.872 4.587
H: -4.001 0.816 3.497
H: -4.361 -0.622 -0.253
H: -6.692 -0.117 -0.872
H: -7.246 2.020 -1.981
H: -5.461 3.642 -2.522
H: -3.120 3.116 -1.986
H: -2.658 0.993 -3.426
H: -0.990 0.593 -5.244
H: 1.367 0.060 -4.572
H: 1.948 0.026 -2.225
N: 0.290 2.926 0.478
C: 1.513 3.785 0.273
C: 2.010 4.376 1.582
C: 2.147 3.391 2.743
C: 2.983 2.148 2.436
N: 2.138 0.904 2.311
H: -0.353 3.084 -0.295
H: -0.207 3.271 1.299
H: 1.269 4.586 -0.423
H: 2.277 3.175 -0.206
H: 1.348 5.188 1.891
H: 2.976 4.843 1.377
H: 1.163 3.077 3.102
H: 2.593 3.921 3.584
H: 3.704 1.952 3.229
H: 3.556 2.269 1.517
H: 1.749 0.735 3.237
H: 2.748 0.102 2.152
N: -0.399 -2.534 2.686
C: 0.197 -2.916 1.560
S: 0.832 -1.763 0.416
N: 0.341 -4.205 1.330
C: 0.872 -4.963 0.215
C: 0.772 -4.570 -1.109
C: 1.287 -5.406 -2.092
C: 1.880 -6.614 -1.761
C: 1.952 -7.003 -0.431
C: 1.446 -6.177 0.559
H: -0.435 -1.556 2.927
H: -0.743 -3.205 3.357
H: 0.085 -4.806 2.104
H: 0.269 -3.659 -1.393
H: 1.200 -5.115 -3.130
H: 2.270 -7.259 -2.536
H: 2.398 -7.950 -0.160
H: 1.504 -6.483 1.598
Cl: 4.970 -0.517 -2.347
C: 4.958 0.487 -0.917
Cl: 5.815 -0.248 0.426
Cl: 5.498 2.117 -1.236
C: 3.538 0.594 -0.483
N: 2.446 0.676 -0.149

Q: Which formula does entry 10 have?
A: C26H31Cl3MoN9S2

Q: What is the formula in the second record?
A: C32H56N3P2Ti